ORCA calculation (ωB97M-V with the def2-TZVPD basis set) on 2 unconnected molecules or ions with the total composition C8H18BINO3.

Last column: natural (NBO) charge in e.
Geometry (Å):
I1 2.278 -2.651 -1.004  -0.02
C1 1.214 -0.765 -1.176  -0.46
C2 0.827 -0.472 -2.623  -0.43
C3 -0.498 0.288 -2.775  -0.40
C4 -1.626 -0.205 -1.898  0.08
C5 -1.925 -1.695 -1.850  -0.08
O1 -3.054 -1.733 -1.016  -0.75
B1 -3.729 -0.392 -1.140  0.45
O2 -2.870 0.342 -2.161  -0.72
H1 1.873 -0.021 -0.749  0.23
H2 0.367 -0.878 -0.519  0.23
H3 0.851 -1.382 -3.209  0.21
H4 1.611 0.162 -3.035  0.20
H5 -0.333 1.354 -2.640  0.20
H6 -0.811 0.175 -3.817  0.20
H7 -1.355 0.064 -0.855  0.12
H8 -2.205 -2.068 -2.845  0.14
H9 -1.107 -2.312 -1.467  0.14
H10 -4.886 -0.470 -1.536  -0.14
H11 -3.667 0.260 -0.080  -0.18
C6 3.036 0.660 3.372  -0.72
C7 2.293 1.321 2.234  0.68
O3 2.866 1.714 1.231  -0.64
N1 0.947 1.457 2.360  -0.61
C8 0.098 1.045 3.461  -0.41
H12 4.089 0.616 3.115  0.24
H13 2.918 1.231 4.293  0.22
H14 2.669 -0.355 3.530  0.23
H15 0.511 1.894 1.563  0.41
H16 -0.645 0.326 3.111  0.22
H17 -0.424 1.908 3.877  0.19
H18 0.685 0.582 4.247  0.20

Results
total energy: -24999.9474 eV
net charge: -1
E_LUMO: 2.462 eV
M: 313.95 g mol⁻¹
HOMO-LUMO gap: 6.218 eV

ORCA calculation (ωB97M-V with the def2-TZVPD basis set) on 2 unconnected molecules or ions with the total composition C8H18BNO2.

Last column: natural (NBO) charge in e.
Geometry (Å):
B1 0.514 -0.085 -0.132  0.88
C1 -0.132 2.292 0.796  0.81
C2 -1.834 -2.524 0.437  -0.68
C3 -1.964 -1.731 -2.058  -0.68
C4 2.740 0.798 -0.725  -0.41
C5 2.479 -1.656 -0.223  -0.41
C6 -0.797 3.591 2.654  -0.25
C7 -0.516 1.102 -0.106  -0.94
C8 -1.265 -2.319 -0.899  -0.20
N1 1.836 -0.350 -0.382  -0.77
O1 0.533 3.233 0.395  -0.62
O2 -0.595 2.192 2.076  -0.53
H1 -2.800 -3.153 0.601  0.20
H2 -2.276 -1.575 0.899  0.20
H3 -1.015 -3.041 1.064  0.22
H4 -2.886 -2.206 -2.594  0.19
H5 -2.494 -0.882 -1.879  0.20
H6 -1.397 -1.460 -2.911  0.21
H7 3.373 0.418 -1.620  0.19
H8 2.067 1.494 -1.174  0.21
H9 3.329 1.293 0.036  0.21
H10 2.206 -2.267 -1.118  0.21
H11 3.521 -1.502 0.020  0.20
H12 2.227 -2.277 0.653  0.21
H13 -1.679 4.024 2.381  0.18
H14 0.078 4.118 2.343  0.22
H15 -0.813 3.397 3.703  0.19
H16 -0.419 1.392 -1.163  0.27
H17 -1.525 0.690 0.177  0.27
H18 -0.492 -3.007 -1.250  0.18

Results
total energy: -14844.8774 eV
E_LUMO (alpha / beta): 0.619 / 0.608 eV
M: 171.05 g mol⁻¹
HOMO-LUMO gap (alpha / beta): 6.813 / 7.544 eV

ORCA calculation (ωB97M-V with the def2-TZVPD basis set) on a molecular structure, C8H18BeF5N4.

Last column: natural (NBO) charge in e.
Geometry (Å):
Be1 6.438 5.915 6.186  1.64
N1 4.782 6.634 6.324  -0.95
C1 3.856 5.430 6.443  -0.26
C2 4.505 4.238 7.067  -0.23
N2 5.972 4.247 6.649  -0.64
C3 6.815 3.865 7.773  -0.26
C4 7.569 5.100 8.389  -0.25
N3 7.797 6.013 7.248  -1.04
C5 6.209 3.396 5.435  -0.23
C6 7.243 3.960 4.550  -0.26
N4 7.071 5.449 4.558  -0.98
H1 4.791 7.104 7.175  0.41
H2 4.445 7.255 5.592  0.43
H3 3.466 5.171 5.447  0.22
H4 2.892 5.668 6.939  0.25
H5 4.065 3.291 6.694  0.24
H6 4.427 4.322 8.174  0.23
H7 7.509 3.029 7.611  0.24
H8 6.154 3.441 8.577  0.22
H9 8.520 4.713 8.825  0.27
H10 7.002 5.599 9.179  0.21
H11 8.594 5.688 6.676  0.45
H12 8.106 6.942 7.517  0.44
H13 5.279 3.308 4.874  0.21
H14 6.443 2.417 5.803  0.24
H15 7.009 3.460 3.567  0.24
H16 8.255 3.702 4.729  0.25
H17 6.423 5.722 3.845  0.41
H18 8.015 5.772 4.296  0.45
F1 10.325 5.909 5.894  -0.45
C7 11.255 6.063 6.905  0.10
F2 10.779 5.337 7.997  -0.44
C8 12.561 5.294 6.425  0.86
F3 13.473 6.287 6.256  -0.33
F4 13.026 4.376 7.287  -0.33
F5 12.381 4.655 5.223  -0.36

Results
total energy: -28531.1380 eV
net charge: +1
E_LUMO: -3.967 eV
M: 274.26 g mol⁻¹
HOMO-LUMO gap: 4.056 eV

ORCA calculation (ωB97M-V with the def2-TZVPD basis set) on a molecular structure, C8H18Br3Cl2O4P.

Last column: natural (NBO) charge in e.
Geometry (Å):
C1 -20.909 5.318 -2.969  -0.64
C2 -20.426 5.856 -4.302  -0.06
O1 -19.428 4.933 -4.897  -0.82
P1 -17.883 5.163 -4.543  2.57
O2 -17.332 6.519 -4.480  -1.10
O3 -17.119 4.127 -5.447  -0.83
C3 -16.698 4.450 -6.804  -0.07
C4 -15.927 3.259 -7.363  -0.64
O4 -17.824 4.326 -3.182  -0.83
C5 -16.537 4.281 -2.486  -0.08
C6 -16.755 3.751 -1.094  -0.63
H1 -20.072 5.162 -2.269  0.23
H2 -21.680 5.988 -2.534  0.22
H3 -21.323 4.326 -3.183  0.22
H4 -21.260 5.972 -4.962  0.19
H5 -19.853 6.798 -4.244  0.20
H6 -17.629 4.671 -7.298  0.18
H7 -16.172 5.418 -6.764  0.20
H8 -14.824 3.325 -7.205  0.22
H9 -16.330 2.239 -7.094  0.23
H10 -16.017 3.385 -8.476  0.22
H11 -15.872 3.584 -3.016  0.19
H12 -16.205 5.316 -2.450  0.20
H13 -15.905 4.056 -0.444  0.21
H14 -17.606 4.199 -0.577  0.22
H15 -16.804 2.715 -1.075  0.21
C7 -14.956 -3.089 -4.942  -0.39
Cl1 -16.551 -2.904 -4.208  -0.01
Cl2 -13.704 -3.129 -3.602  -0.07
H16 -14.860 -4.081 -5.446  0.24
H17 -14.725 -2.143 -5.502  0.24
C8 -14.580 0.641 -3.711  -0.50
Br1 -16.428 1.030 -4.001  0.12
Br2 -13.875 1.458 -2.006  0.05
Br3 -13.642 1.002 -5.358  0.10
H18 -14.496 -0.429 -3.447  0.23

Results
total energy: -261241.0243 eV
E_LUMO: -0.358 eV
M: 519.82 g mol⁻¹
HOMO-LUMO gap: 10.003 eV

ORCA calculation (ωB97M-V with the def2-TZVPD basis set) on a molecular structure, C8H18Cl2MoO3PS.

Last column: Löwdin spin population.
Geometry (Å):
C1 -0.982 3.432 2.803  0.00
C2 -0.413 2.649 1.708  0.03
H1 -1.318 4.418 2.425  0.00
H2 -0.194 3.584 3.557  0.00
H3 -1.824 2.875 3.264  0.00
O1 -0.458 2.838 0.493  0.00
Cl1 1.314 1.472 2.543  0.05
Mo1 0.543 0.418 0.649  1.55
P1 -1.187 -0.360 -0.628  0.02
C3 -1.179 0.009 -2.415  0.01
C4 -1.623 -2.140 -0.600  0.02
H4 -2.769 0.194 1.089  0.00
H5 -3.486 0.217 -0.572  0.00
H6 -2.469 1.598 0.010  0.00
C5 -2.632 0.511 0.047  0.01
H7 -1.508 -2.527 0.420  0.00
H8 -2.671 -2.216 -0.926  0.00
H9 -2.200 -0.182 -2.775  0.00
H10 -0.442 -0.642 -2.908  0.00
H11 -0.973 -2.715 -1.279  0.00
H12 -0.890 1.061 -2.565  0.00
C6 0.859 1.745 -0.855  0.05
O2 1.162 2.462 -1.741  0.09
Cl2 0.353 -1.618 1.969  0.21
C7 1.937 -2.989 -0.474  0.00
S1 1.776 -1.227 -0.756  -0.02
C8 3.136 -0.562 0.143  0.02
O3 2.056 -1.031 -2.231  -0.04
H13 1.616 -3.242 0.539  0.00
H14 2.990 -3.253 -0.641  0.00
H15 1.311 -3.485 -1.222  0.00
H16 3.808 -0.166 -0.625  0.00
H17 2.734 0.234 0.834  0.01
H18 3.621 -1.363 0.720  0.00

Results
spin multiplicity: 3
total energy: -61720.1504 eV
net charge: +3
E_LUMO (alpha / beta): -14.547 / -14.508 eV
M: 392.12 g mol⁻¹
HOMO-LUMO gap (alpha / beta): 6.667 / 6.780 eV

ORCA calculation (ωB97M-V with the def2-TZVPD basis set) on 2 unconnected molecules or ions with the total composition C8H18ClN5.

Last column: natural (NBO) charge in e.
Geometry (Å):
C1 -2.274 2.794 -1.310  -0.05
C2 -2.812 0.867 0.089  0.51
C3 -0.634 1.271 -0.289  0.66
C4 3.119 1.403 0.665  -0.63
C5 -0.181 -2.928 1.582  -0.70
C6 1.242 -3.629 -0.304  -0.74
C7 1.807 1.886 0.045  -0.23
C8 0.317 -2.681 0.271  0.53
N1 -0.920 2.370 -0.888  -0.55
N2 -3.241 1.849 -0.716  -0.57
N3 -1.605 0.506 0.259  -0.64
N4 0.601 0.955 0.005  -0.53
N5 0.047 -1.548 -0.326  -0.72
Cl1 -4.072 -0.147 0.725  0.13
H1 -2.358 3.861 -1.066  0.24
H2 3.272 0.321 0.292  0.20
H3 3.970 2.040 0.408  0.27
H4 3.130 1.160 1.723  0.24
H5 -1.149 -2.368 1.827  0.26
H6 -0.216 -4.022 1.680  0.28
H7 0.494 -2.690 2.248  0.28
H8 1.675 -4.419 0.480  0.29
H9 2.039 -3.305 -1.008  0.28
H10 0.656 -4.241 -0.918  0.30
H11 1.473 2.792 0.598  0.22
H12 2.000 2.118 -0.985  0.21
H13 -2.396 2.780 -2.435  0.23
H14 -0.255 3.004 -1.334  0.45
H15 -4.136 2.311 -0.531  0.46
H16 -0.843 -1.077 -0.038  0.45
H17 0.778 0.101 0.468  0.42
H18 0.472 -1.331 -1.219  0.43

Results
total energy: -28544.5236 eV
net charge: +2
E_LUMO: -7.009 eV
M: 219.72 g mol⁻¹
HOMO-LUMO gap: 10.331 eV

ORCA calculation (ωB97M-V with the def2-TZVPD basis set) on 2 unconnected molecules or ions with the total composition C8H18ClP2.

Last column: natural (NBO) charge in e.
Geometry (Å):
C1 4.388 0.515 -1.238  -0.56
C2 4.565 0.271 0.213  -0.61
C3 -3.821 1.793 0.062  -0.60
C4 1.617 -0.893 2.044  -0.93
C5 -3.035 0.667 0.670  -0.40
C6 -1.850 0.178 -0.171  -0.40
C7 -1.326 -1.196 0.053  -0.56
C8 -0.289 -1.543 -0.803  -0.22
P1 2.108 -1.571 0.395  0.40
P2 2.740 0.255 -0.415  0.78
Cl1 1.857 2.062 0.134  -0.18
H1 4.716 1.487 -1.602  0.29
H2 4.427 -0.334 -1.946  0.27
H3 4.836 -0.730 0.655  0.27
H4 5.053 1.201 0.663  0.28
H5 -3.296 2.441 -0.605  0.20
H6 -4.245 2.312 0.866  0.22
H7 -4.540 1.344 -0.609  0.21
H8 0.671 -1.412 2.375  0.26
H9 1.414 0.276 1.768  0.25
H10 2.391 -1.044 2.704  0.24
H11 -2.676 1.073 1.542  0.19
H12 -3.828 -0.005 1.064  0.21
H13 -1.153 1.062 -0.022  0.22
H14 -2.246 0.237 -1.175  0.20
H15 -2.049 -2.042 -0.113  0.27
H16 -1.047 -1.215 1.132  0.25
H17 -0.147 -2.637 -1.064  0.23
H18 -0.107 -0.868 -1.747  0.23

Results
total energy: -39677.0152 eV
net charge: +1
E_LUMO: -4.552 eV
M: 211.63 g mol⁻¹
HOMO-LUMO gap: 7.776 eV